# 1
This record from the Open Molecules 2025 dataset describes 8 unconnected molecules or ions with the total composition C34H79N8O7S. The level of theory is ωB97M-V with the def2-TZVPD basis set.

- frontier orbital gap (eV) = 8.1
- LUMO energy (eV) = -2.6
- total charge = +1
- energy (eV) = -73621.7643

CARTESIAN COORDINATES (ANGSTROEM)
1 S -1.7301 1.4800 -0.7374
2 O 2.6753 -2.8036 1.2674
3 O 1.4076 -2.3145 5.7417
4 O -1.0182 -4.6278 -2.2376
5 O -5.7914 3.2550 0.8819
6 O -8.4094 -1.0253 -1.1855
7 O 5.6066 2.9316 2.6897
8 O -5.0230 4.9993 -3.0368
9 N 6.3868 5.0382 2.3349
10 N -6.2949 2.1995 -1.0743
11 N 0.0376 1.9766 -2.9034
12 N -0.2321 -6.5519 -3.1330
13 N -5.5191 6.7984 -1.7437
14 N 0.9703 -4.2098 6.9069
15 N -7.6002 -1.8619 0.7607
16 N 3.5862 -1.3871 2.7849
17 C 5.4314 4.1347 2.6278
18 C 3.9176 -1.0943 4.1657
19 C -5.8195 1.4600 -2.2255
20 C 3.9141 -0.4290 1.7485
21 C 5.7569 1.4536 -0.6922
22 C 1.1456 -6.1348 -2.9276
23 C 3.6685 -1.1597 -3.8215
24 C -5.3544 8.2104 -1.4730
25 C -8.0685 -0.7031 1.4998
26 C 4.7509 0.6373 -1.5474
27 C 2.9802 -2.5279 2.4204
28 C 0.0649 -5.3026 7.1952
29 C 2.6034 -2.2611 -3.6256
30 C -1.2128 -5.7180 -2.7510
31 C -7.7192 2.4726 -0.9760
32 C -0.5030 -7.8406 -3.7367
33 C 6.3414 2.6625 -1.4542
34 C -0.3620 -0.7599 0.0803
35 C -7.8537 -1.9109 -0.5631
36 C -6.8694 -2.9032 1.4482
37 C 0.6764 -3.2522 6.0100
38 C 7.7457 4.5747 2.1034
39 C 6.0980 6.4525 2.2280
40 C -1.3094 1.8067 -2.5479
41 C 4.9756 -1.4135 -3.0646
42 C 4.9710 -0.8932 -1.6251
43 C -6.2932 5.9694 -0.8301
44 C -0.4583 -1.4231 -1.3053
45 C 0.8429 -2.0944 -1.7752
46 C -4.9619 6.1986 -2.8094
47 C -5.4736 2.6114 -0.1013
48 C 2.2402 -4.1338 7.6104
49 C 1.2122 -1.7482 -3.2166
50 C -0.2781 0.7593 0.0713
51 H 4.4456 4.5978 2.8054
52 H -6.0172 2.0166 -3.1425
53 H 0.6250 1.1408 -0.4132
54 H -6.6069 6.5602 0.0264
55 H -6.3049 0.4839 -2.2817
56 H 1.1822 -0.6559 -3.3571
57 H -7.4753 -3.3542 2.2364
58 H 8.3636 5.4240 1.8225
59 H -4.4224 6.8958 -3.4710
60 H -4.7420 1.3129 -2.1390
61 H 3.7385 0.8227 -1.1668
62 H 1.6751 -1.8322 -1.1086
63 H 3.3969 -0.1970 4.5031
64 H -0.0867 -8.6477 -3.1317
65 H 4.4066 0.4353 2.1910
66 H 1.8083 -6.9183 -3.2869
67 H -0.0745 -7.8979 -4.7386
68 H 4.9920 -0.9403 4.2804
69 H 5.1671 -2.4932 -3.0600
70 H 3.0070 -0.1034 1.2313
71 H -1.9170 2.6893 -2.7667
72 H 1.3400 -5.9542 -1.8698
73 H -4.8604 8.3643 -0.5118
74 H 4.1731 -1.4031 -1.0709
75 H 2.9534 -2.9720 -2.8667
76 H -0.7696 -0.6960 -2.0719
77 H -8.1311 2.0156 -0.0776
78 H 3.5962 -1.9192 4.7963
79 H 6.5479 0.8189 -0.2861
80 H 5.0408 6.6221 2.4261
81 H 2.5190 -2.8325 -4.5546
82 H -0.2302 -5.2957 8.2459
83 H -0.3068 -3.3914 5.5315
84 H -1.7491 0.9533 -3.0618
85 H 6.3270 6.8213 1.2262
86 H 6.1219 2.6376 -2.5244
87 H -6.5957 -3.6812 0.7371
88 H -7.6746 0.2124 1.0587
89 H 0.5692 2.6356 -2.3511
90 H 0.5307 -6.2634 6.9695
91 H 2.3139 -4.9753 8.2951
92 H -8.2106 2.0412 -1.8437
93 H -0.3135 1.1641 1.0863
94 H -7.1719 5.5751 -1.3420
95 H 5.8154 -0.9577 -3.6025
96 H -9.1570 -0.6428 1.4869
97 H 6.6803 7.0267 2.9510
98 H 8.1565 4.1076 2.9988
99 H 4.7720 1.0357 -2.5672
100 H -7.4931 -2.8371 -1.0409
101 H 3.8958 -1.0700 -4.8883
102 H -1.1872 -1.0696 0.7272
103 H -5.6864 5.1330 -0.4997
104 H -6.3195 8.7194 -1.4527
105 H -4.7434 8.6603 -2.2539
106 H -7.9212 3.5420 -0.9368
107 H 5.9127 -1.1700 -1.1397
108 H -1.6781 2.7482 -0.2880
109 H 2.7769 -3.2027 3.2654
110 H 5.2144 1.8531 0.1688
111 H 7.7550 3.8307 1.3062
112 H -1.5794 -7.9849 -3.8124
113 H 4.5736 -0.8795 1.0088
114 H 0.5461 1.1076 -3.0136
115 H -0.8304 -5.2004 6.5842
116 H 7.4284 2.7001 -1.3494
117 H -7.7210 -0.7679 2.5286
118 H 5.9289 3.5953 -1.0603
119 H -4.4268 2.2987 -0.2713
120 H 0.4434 -2.1575 -3.8826
121 H 3.2414 -0.1911 -3.5339
122 H -2.2235 -6.1100 -2.9449
123 H 0.7070 -3.1752 -1.7177
124 H -5.9559 -2.5068 1.8971
125 H 1.3528 -5.2115 -3.4709
126 H 2.3129 -3.2027 8.1723
127 H 3.0727 -4.1697 6.9072
128 H 0.5571 -1.0932 0.5726
129 H -1.2533 -2.1712 -1.2777

---

# 2
This record from the Open Molecules 2025 dataset describes 7 unconnected molecules or ions with the total composition C34H83Cl4N5 in a non-equilibrium geometry. The level of theory is ωB97M-V with the def2-TZVPD basis set.

- frontier orbital gap (eV) = 8.2
- LUMO energy (eV) = 0.5
- energy (eV) = -94124.0539
- SMILES = CCN(CC)CC.CCN(CC)CC.CCN(CC)CC.CCN(CC)CC.CCN(CC)CC.ClCCCl.ClCCCl
- energy relative to the best compared isomer or geometry (same formula, charge and spin) (kJ/mol) = 71.7

CARTESIAN COORDINATES (ANGSTROEM)
1 Cl -1.4282 -44.4059 4.6450
2 Cl -1.3539 -44.1685 7.9495
3 Cl -4.1827 -35.5125 -0.3557
4 Cl -6.3152 -39.1972 0.1822
5 N -6.0839 -42.7436 3.5160
6 N 0.8279 -41.9835 0.7237
7 N -4.0524 -47.8227 9.3516
8 N -5.7496 -42.6403 10.2292
9 N -11.6198 -44.1060 7.7793
10 C -2.8042 -43.5763 7.0701
11 C -6.5685 -43.1121 11.2439
12 C 0.3687 -42.2162 2.2446
13 C -5.9104 -44.1989 3.5432
14 C -4.8863 -37.0371 -0.8012
15 C -3.9199 -41.9504 2.4404
16 C -6.4181 -46.9280 9.7442
17 C -6.6200 -42.3361 12.4089
18 C 1.4127 -43.0740 0.0295
19 C -11.8590 -42.6582 7.8743
20 C -6.1144 -44.8433 4.9045
21 C -7.4545 -42.3528 3.7637
22 C -5.0147 -46.7602 9.3435
23 C 0.4135 -40.8416 2.9930
24 C -6.5658 -42.6057 7.8980
25 C 0.0410 -40.8279 -1.3591
26 C -10.9219 -44.5787 8.9467
27 C 0.9607 -44.3600 0.3973
28 C -2.3468 -43.1613 5.6302
29 C -1.8764 -46.8086 10.3487
30 C -5.5049 -37.6547 0.4928
31 C -4.3125 -48.9524 8.6146
32 C -8.3838 -42.4489 2.6951
33 C -3.5111 -42.4928 11.1468
34 C -0.2976 -41.3960 -0.0295
35 C -13.0969 -42.5226 8.7538
36 C -10.8905 -44.3978 6.5390
37 C -11.8454 -44.4652 5.2748
38 C -6.5853 -41.9353 9.2856
39 C -4.8593 -48.7418 7.3671
40 C -4.5533 -41.7679 10.4237
41 C -9.4835 -44.5512 8.9591
42 C -2.7154 -47.4429 9.1533
43 C -5.4204 -42.1350 2.3735
44 H -6.7940 -43.5160 8.0228
45 H -0.7402 -40.6987 -1.9125
46 H -3.7047 -49.7893 8.3689
47 H 1.3069 -40.3436 2.6857
48 H 0.0562 -41.1946 3.9283
49 H -4.8977 -46.3485 8.4623
50 H -7.2948 -42.2389 7.2973
51 H -6.0194 -44.1970 11.4395
52 H -5.9025 -42.5755 1.6358
53 H -9.3827 -43.5340 9.4444
54 H -7.5849 -41.1905 3.9209
55 H -0.7485 -42.6472 2.2319
56 H -6.2809 -40.9872 9.0631
57 H -4.6557 -37.8809 1.0611
58 H -4.8187 -44.4560 3.5676
59 H -3.1930 -42.7425 7.4736
60 H -9.1569 -45.3520 9.4601
61 H -14.1272 -42.8036 8.5128
62 H 0.7333 -39.9526 -1.4105
63 H -2.7227 -41.8649 11.4772
64 H -0.9333 -40.7373 0.5845
65 H -0.2191 -40.1805 2.7970
66 H -5.5440 -42.5736 7.3088
67 H -6.5159 -43.0310 13.1563
68 H -11.1329 -42.0266 8.1053
69 H 0.4092 -44.4150 1.3494
70 H -3.4742 -42.9357 2.6386
71 H 1.6755 -42.8861 -1.0981
72 H -6.4558 -44.6306 2.7088
73 H -12.3619 -45.3010 5.2116
74 H -5.9772 -45.9680 4.8333
75 H -7.4265 -43.7020 10.8933
76 H -5.8734 -41.6432 12.7499
77 H -5.5308 -44.3049 5.7663
78 H -7.6186 -41.9257 9.4894
79 H -6.7839 -47.3144 8.8576
80 H -13.2750 -41.5649 8.8603
81 H 2.3600 -43.0638 0.6033
82 H -11.1570 -45.5260 8.6452
83 H -2.6641 -46.7873 8.3558
84 H -4.0268 -41.5427 9.4124
85 H -3.1935 -43.4432 10.5268
86 H -4.1362 -49.0233 6.5158
87 H -12.3760 -43.4971 5.1321
88 H -1.7169 -42.2599 5.6176
89 H -10.5374 -45.3065 6.6603
90 H 0.2729 -44.7027 -0.3305
91 H -8.0136 -42.1869 1.7353
92 H -5.2735 -47.8150 6.9496
93 H -2.2646 -45.8741 10.8203
94 H -11.1624 -44.5561 4.5495
95 H -3.6460 -41.1811 3.1344
96 H -3.8531 -42.9221 12.2809
97 H -6.2399 -36.9232 0.9755
98 H -7.7599 -42.7997 4.6006
99 H -5.4772 -49.4396 7.0318
100 H 1.7823 -45.0688 0.5674
101 H 1.1564 -42.7519 2.7461
102 H -5.2354 -49.3455 9.1389
103 H -3.6700 -41.3537 1.6502
104 H -7.1050 -44.8095 5.2251
105 H -4.2143 -37.7966 -1.0936
106 H -2.1591 -48.3859 9.0249
107 H -1.0224 -42.2850 -0.1045
108 H -8.8574 -43.3848 2.6560
109 H -9.1371 -41.7392 2.9391
110 H -10.0544 -43.5010 6.1364
111 H -8.8458 -44.5015 8.0765
112 H -2.0843 -47.2489 11.3263
113 H -12.2027 -42.1446 7.0591
114 H -6.7658 -45.8756 9.9088
115 H -3.3217 -42.8526 5.0055
116 H -4.4574 -40.8831 10.8168
117 H -7.6656 -41.8156 12.6322
118 H -4.7304 -45.9192 10.0587
119 H -12.8669 -42.7636 9.7616
120 H -11.4269 -44.4244 9.7566
121 H -6.5928 -47.5391 10.7115
122 H -5.5758 -36.8609 -1.6165
123 H -3.4895 -44.3205 6.9679
124 H -0.7582 -46.9830 10.3235
125 H 0.5989 -41.6335 -1.8480
126 H -5.9349 -41.1505 2.3187

---

# 3
This record from the Open Molecules 2025 dataset describes a molecular structure, C34H84MnO18 in a non-equilibrium geometry. The level of theory is ωB97M-V with the def2-TZVPD basis set.

- 2S+1 = 6
- frontier orbital gap (spin up / spin down) (eV) = 7.7 / 7.5
- LUMO energy (spin up / spin down) (eV) = -0.1 / -0.4
- expectation value of S² = 8.76
- energy (eV) = -104783.7139
- energy relative to the best compared isomer or geometry (same formula, charge and spin) (kJ/mol) = 199.1

CARTESIAN COORDINATES (ANGSTROEM)
1 Mn 2.4049 1.6335 1.1346
2 O -1.3730 -4.4789 -0.8239
3 O 2.9031 6.3874 -4.1875
4 O 3.7580 0.7851 -0.2405
5 O 4.0964 0.8622 2.4726
6 O 4.3899 -6.8208 0.2695
7 O 3.4303 -4.1812 0.0106
8 O 1.1542 2.4836 -0.2823
9 O 1.0088 4.4922 -4.0174
10 O -2.3663 5.6383 0.4263
11 O 1.2115 -0.0714 1.1364
12 O -2.4078 2.0084 5.3137
13 O -3.6725 -0.2900 -2.4812
14 O -3.1938 -2.5599 2.0730
15 O -0.9594 -2.7387 4.0439
16 O -1.7144 -6.6646 -2.6153
17 O -1.2883 -0.6772 -5.0959
18 O -4.2106 2.2585 3.1876
19 O -0.0775 5.9245 3.1420
20 C -2.9988 -3.6130 2.9865
21 C 4.0475 7.1716 -4.3961
22 C -2.3489 -0.3325 -2.9650
23 C 3.0630 5.4156 -3.1780
24 C -1.5467 -3.8390 3.3870
25 C -1.1239 6.3305 2.3038
26 C 5.3582 -7.6643 0.8362
27 C -1.2141 5.2962 1.1762
28 C 4.8452 -6.0056 -0.7849
29 C 3.7603 -5.0100 -1.0735
30 C -2.7338 -6.4450 -3.5577
31 C 5.0976 0.2890 1.6347
32 C -1.3635 -3.2234 -0.1914
33 C 0.1570 6.8407 4.1894
34 C 0.1295 0.2108 0.3046
35 C -3.3780 2.8892 2.2596
36 C 4.6074 1.1048 3.7850
37 C -1.2746 -1.3957 -6.3189
38 C -0.6181 -5.7775 -2.7317
39 C 2.3710 -3.3106 -0.2434
40 C -2.4392 0.9940 4.3392
41 C -4.5781 -2.3073 1.8449
42 C -0.9411 -4.4140 -2.1637
43 C 1.7262 4.8108 -2.8250
44 C -0.0245 1.6994 -0.2351
45 C 4.4498 -0.2896 0.3972
46 C 3.3593 0.4733 -1.5689
47 C -2.3509 -1.1005 -4.2744
48 C -0.5268 -1.7141 3.1521
49 C -2.5047 4.9155 -0.7658
50 C -3.7604 0.4043 -1.2649
51 C 0.1002 3.4354 -3.8143
52 C -3.7380 0.9733 3.5128
53 C -3.5241 2.0478 6.1720
54 H -3.2964 2.3045 1.3291
55 H 0.8932 6.3636 4.8383
56 H -4.5170 0.4512 4.0678
57 H 5.9223 0.9760 1.4123
58 H -3.3265 -4.5594 2.5205
59 H 3.4672 5.8482 -2.2547
60 H 0.0548 -2.1461 2.3318
61 H -3.6175 0.4110 2.5787
62 H -2.6144 3.8374 -0.6022
63 H -3.3018 -0.8279 -4.7484
64 H 0.2640 -0.3928 -0.6118
65 H -1.6849 5.0916 -1.4693
66 H -3.3463 -5.5852 -3.2724
67 H -3.7595 3.8542 1.9320
68 H -0.4784 1.5922 -1.2315
69 H 3.9366 7.9071 -5.1902
70 H -1.7054 -3.8837 -2.7425
71 H -0.3209 5.3693 0.5463
72 H 4.0339 -4.3642 -1.9238
73 H 5.7499 -5.4492 -0.5055
74 H 4.2522 7.7787 -3.5032
75 H -0.2551 3.1135 -4.7959
76 H 5.6776 -8.4754 0.1706
77 H -0.0197 -3.8165 -2.2222
78 H 1.1203 5.4298 -2.1616
79 H 5.0408 0.1720 4.1523
80 H -0.7842 3.7449 -3.2493
81 H -4.5329 -1.4809 1.1334
82 H 3.8521 -1.1497 0.7144
83 H -1.5452 0.8751 3.7304
84 H -2.4072 0.0864 4.9648
85 H -3.5755 1.1049 6.7274
86 H -3.5835 2.8481 6.9061
87 H 2.8535 -5.5006 -1.4582
88 H -3.4157 5.2303 -1.2766
89 H -1.5358 -4.6712 4.0946
90 H 3.7472 4.6380 -3.5319
91 H -0.9399 -4.2181 2.5572
92 H -2.0262 -2.5017 -0.6837
93 H -0.8361 2.2299 0.2865
94 H 5.6108 -0.5130 2.1789
95 H -0.4230 -0.9876 -6.8584
96 H -2.3066 -6.4028 -4.5657
97 H -5.1568 -2.0702 2.7357
98 H 0.1885 -6.2410 -2.1642
99 H -3.4321 -7.2832 -3.6089
100 H -2.3755 -2.1720 -4.0530
101 H -3.3488 -0.1523 -0.4111
102 H -0.7021 6.9679 4.8567
103 H 2.5303 -2.4139 -0.8549
104 H 3.7859 1.4153 4.4229
105 H 5.1829 -0.7615 -0.2622
106 H 5.4062 1.8498 3.7613
107 H 4.1191 -0.1284 -2.0878
108 H -1.7492 -3.3073 0.8226
109 H 0.1640 -1.0132 3.6180
110 H -0.3000 -5.6704 -3.7742
111 H 6.2829 -7.1015 1.0322
112 H -4.8020 0.5782 -0.9978
113 H -1.4262 -1.2121 2.7993
114 H -0.8190 -0.1254 0.7517
115 H -0.9424 7.2982 1.8268
116 H -1.9367 0.6707 -3.1381
117 H -1.1128 -2.4698 -6.1786
118 H 2.5683 -0.2847 -1.5992
119 H -4.4274 2.1555 5.5665
120 H 1.9346 3.8571 -2.3345
121 H -1.1974 4.2677 1.5381
122 H -3.2233 1.3579 -1.2973
123 H 5.0916 -6.5833 -1.6804
124 H -0.3455 -2.8284 -0.1372
125 H -1.7152 -0.7699 -2.1827
126 H -2.2261 -1.2668 -6.8415
127 H -3.6566 -3.4848 3.8557
128 H 4.9141 6.5323 -4.5933
129 H 0.5923 2.5616 -3.3753
130 H 1.4967 -3.8817 -0.5707
131 H 2.0288 -2.8360 0.6820
132 H -4.9954 -3.1342 1.2613
133 H 4.9475 -8.0177 1.7780
134 H 3.1312 1.3844 -2.1054
135 H -2.1328 6.3270 2.7326
136 H -2.3528 2.9824 2.6277
137 H 0.5132 7.8211 3.8703